Below is an isolated molecule of C7H9OP at a distorted geometry, with properties calculated with ωB97M-V/def2-TZVPD.

Element x y z (Å)
O: 3.79887 -0.38889 -1.10771
C: 2.33868 -0.66526 -1.04265
P: 1.44806 0.81690 -0.64850
C: -0.15106 0.23919 0.05989
C: -0.43331 -1.10578 0.19927
C: -1.58247 -1.54602 0.85387
C: -2.54017 -0.71083 1.26736
C: -2.35650 0.67235 1.17786
C: -1.18255 1.10209 0.48306
H: 3.93095 -0.23392 -0.09359
H: 2.10182 -1.02214 -2.00392
H: 2.11107 1.35507 0.43797
H: 0.92859 2.07242 -1.21928
H: 0.21111 -1.76212 -0.26492
H: -1.74619 -2.64025 0.89119
H: -3.40279 -1.12813 1.71861
H: -3.04382 1.40737 1.63529
H: -0.88940 2.11442 0.38899

Calculated values
- total energy (eV) = -18737.3543
- energy relative to the best compared isomer or geometry (same formula, charge and spin) (kcal/mol) = 79.8
- SMILES = OC=[PH2]c1ccccc1
- largest force on an atom (hartree/bohr) = 0.074
- HOMO-LUMO gap (eV) = 8.3